Formula: C3H10N2O
Source: OMol25
Level of theory: wB97M-V/def2-TZVPD

```
16
Properties=species:S:1:pos:R:3:forces:R:3
H 1.2993 -2.6212 -2.0033 0.21 0.25 -0.05
N 0.9453 -2.3772 -1.0854 -0.29 -0.45 -0.27
C 0.1492 -1.3925 -1.1233 -0.06 0.26 1.04
N -0.6113 -1.0415 -0.0358 -0.46 0.53 0.41
C -0.8681 0.3673 0.2713 0.89 0.61 -0.60
C -1.5622 0.5361 1.6129 0.54 0.96 -0.70
H -0.0195 -0.6825 -1.9262 0.05 -0.11 -0.63
H -0.4597 -1.5673 0.8176 0.24 -0.24 -0.37
H -1.3798 0.9283 -0.5263 -0.57 -0.81 0.01
H 0.0859 0.9262 0.2553 -0.03 -0.25 0.64
H -2.4978 -0.0123 1.6350 0.02 -0.14 0.33
H -1.7491 1.6055 1.7138 -0.40 0.02 0.04
H -0.8675 0.3443 2.4255 -0.18 -0.65 0.18
O 2.5410 1.7779 -0.3022 0.03 0.01 -0.07
H 3.2529 1.5345 -0.9032 0.01 -0.01 0.07
H 1.7416 1.6743 -0.8259 -0.01 0.01 -0.02
```
Forces are in eV/Å.

Results
SMILES	[H]/N=C/NCC.O
E_LUMO	0.735	eV
ΔE to the lowest compared entry with this formula, charge and spin	112.78	kJ/mol
multiplicity	1
gap between HOMO and LUMO	9.7	eV

Mulliken atomic charge list, values in e, 6 entries:
1 H 0.241
2 N -0.682
3 C 0.060
4 N -0.307
5 C -0.001
6 C -1.346

***

Formula: C6H17NO
Source: OMol25
Level of theory: wB97M-V/def2-TZVPD

```
25
Properties=species:S:1:pos:R:3:forces:R:3
C 2.6220 -1.2288 0.0965 1.06 -0.88 -1.07
C 1.8064 -0.1903 -0.6824 -0.33 0.27 0.71
C 0.2881 -0.3136 -0.3851 1.39 -0.45 -0.52
C -0.6015 0.1977 -1.5180 -0.73 0.40 0.91
C -1.0902 1.6678 -1.3232 -0.06 -0.82 0.18
C -2.5542 1.7247 -0.8922 -0.48 -0.13 -0.85
N 2.2767 1.1310 -0.3014 0.22 0.32 0.50
H 3.2939 -1.7169 -0.6212 0.15 0.09 -0.18
H 2.0636 -2.0986 0.4263 -0.38 0.28 0.56
H 3.3365 -0.8887 0.8500 -0.69 0.34 0.30
H 1.9570 -0.3949 -1.7471 -0.03 0.02 -0.17
H 0.1680 0.1812 0.5747 -0.53 0.07 0.06
H 0.1326 -1.3812 -0.2317 -0.35 -0.01 -0.01
H -1.4936 -0.4385 -1.5096 0.07 0.06 -0.33
H -0.1133 0.0846 -2.4852 0.11 -0.12 -0.02
H -0.9462 2.2146 -2.2608 0.10 0.23 0.33
H -0.5201 2.0731 -0.4830 0.26 0.46 -0.49
H -3.1567 1.0260 -1.4770 0.09 -0.22 -0.08
H -2.6844 1.4255 0.1420 -0.01 0.20 0.24
H -3.0336 2.6820 -1.1244 0.26 0.16 0.53
H 3.2564 1.2158 -0.0735 -0.13 -0.03 -0.29
H 1.8919 1.9567 -0.7314 0.01 -0.24 -0.26
H -1.8118 -2.6213 4.7183 0.09 -0.01 0.12
H -2.4648 -3.2608 5.9846 0.30 0.11 -0.01
O -2.6228 -3.0470 5.0550 -0.38 -0.09 -0.17
```
Forces are in eV/Å.

Results
net charge	-1
E_LUMO (alpha / beta)	3.337 / 3.236	eV
ΔE to the lowest compared entry with this formula, charge and spin	66.25	kJ/mol
multiplicity	2
gap between HOMO and LUMO (alpha / beta)	2.0 / 9.5	eV

Mulliken atomic charge list, values in e, 6 entries:
1 C -1.914
2 C 0.976
3 C -1.477
4 C -0.657
5 C -0.312
6 C -1.695

***

Formula: C3H5FOS
Source: OMol25
Level of theory: wB97M-V/def2-TZVPD

```
11
Properties=species:S:1:pos:R:3:forces:R:3
C 0.0440 -1.5458 1.5134 0.35 0.91 -0.52
S 0.5759 0.1290 0.9714 0.13 0.39 1.81
C 0.0260 0.1994 -0.6533 0.18 -1.21 -1.05
O -0.1206 -0.7928 -1.3361 -0.61 0.34 -0.01
C -0.1284 1.5760 -1.2545 1.24 -0.53 -1.34
F 0.3554 2.5203 -0.4023 -0.14 0.72 0.44
H 0.9140 -2.1304 1.8048 -0.05 -0.16 -0.49
H -0.5027 -1.8909 0.6270 0.11 -0.55 0.62
H -0.5427 -1.3931 2.4173 -0.32 -0.05 -0.30
H 0.5544 1.5770 -2.1633 -1.10 0.05 0.80
H -1.1753 1.7513 -1.5244 0.21 0.10 0.05
```
Forces are in eV/Å.

Results
SMILES	CSC(=O)CF
E_LUMO	0.698	eV
ΔE to the lowest compared entry with this formula, charge and spin	11.64	kJ/mol
multiplicity	1
gap between HOMO and LUMO	10.3	eV

Mulliken atomic charge list, values in e, 6 entries:
1 C -0.691
2 S -0.076
3 C 0.488
4 O -0.559
5 C -0.154
6 F -0.276

***

Formula: C7H12N3O2
Source: OMol25
Level of theory: wB97M-V/def2-TZVPD

```
24
Properties=species:S:1:pos:R:3:forces:R:3
C 0.3349 1.0611 1.5008 1.37 -2.51 1.41
C -1.1786 -2.3499 1.0970 1.64 -0.42 -0.82
C -0.4527 -1.5413 -1.9428 0.73 -1.20 0.02
C 0.4257 -0.3075 -1.7228 -1.13 -1.47 1.56
C 0.1039 -2.5991 -0.9871 0.00 -0.73 -1.08
C 0.3963 0.2716 -0.3638 -1.65 0.13 -0.86
C 0.0314 3.4357 1.4735 0.97 0.10 -2.45
N 1.3719 0.5904 0.3931 3.12 -0.25 1.07
N -0.2733 -2.3524 0.3157 -0.49 1.23 2.16
N -0.5824 0.8132 0.4026 -2.23 0.67 0.11
O -1.8670 -2.3335 2.0135 -1.73 0.25 1.42
O 0.5105 2.2355 2.1024 -0.80 -0.16 -0.57
H 0.3202 0.1604 2.2785 0.04 2.13 -1.45
H -1.5263 -1.4255 -1.6928 0.56 0.22 -0.72
H -0.2073 -1.8551 -2.9903 -0.93 0.21 0.79
H 1.4058 -0.5777 -2.0686 0.58 0.51 0.04
H -0.0391 0.4416 -2.2422 -0.58 2.20 -2.09
H -0.1883 -3.6248 -1.1349 -0.01 -0.40 -1.11
H 1.1793 -2.5391 -0.9862 0.59 -0.29 -0.38
H 0.7199 3.9083 0.7073 -0.20 -0.68 1.37
H -0.2934 4.0834 2.2073 0.39 1.50 1.98
H -0.8908 3.3782 0.9397 -0.79 -1.24 -0.64
H 2.3178 0.1565 0.2860 -1.09 0.80 0.71
H -1.6184 0.9700 0.4143 1.63 -0.60 -0.48
```
Forces are in eV/Å.

Results
net charge	+1
E_LUMO	-3.157	eV
ΔE to the lowest compared entry with this formula, charge and spin	183.17	kJ/mol
multiplicity	1
gap between HOMO and LUMO	10.6	eV

Mulliken atomic charge list, values in e, 6 entries:
1 C 0.292
2 C 0.598
3 C -0.369
4 C -0.781
5 C -0.788
6 C 0.222

***

Formula: C4H12S
Source: OMol25
Level of theory: wB97M-V/def2-TZVPD

```
17
Properties=species:S:1:pos:R:3:forces:R:3
C -1.6414 -0.2339 1.3463 -0.36 2.16 2.28
C -0.7632 0.4678 2.3960 -1.20 -0.43 1.17
S -1.9529 0.9261 3.8340 2.05 -0.81 0.80
H -2.5225 -0.5983 1.8677 0.19 -0.71 -0.32
H -1.0227 -0.9279 0.8848 0.49 -1.31 -1.51
H -1.9647 0.6207 0.8137 -0.58 0.21 -1.76
H -0.1631 -0.3062 2.8444 0.78 0.27 0.17
H -0.1956 1.3210 1.9633 -0.36 -0.59 0.76
H -1.2729 0.1719 4.8659 -1.00 1.21 -1.60
C 0.6417 -0.2604 -2.4813 1.65 -1.58 1.03
C 2.2363 -0.0191 -2.7032 -1.95 0.52 -0.81
H -0.0229 0.1424 -3.2029 -0.27 0.70 -0.86
H 0.2432 0.0274 -1.4700 0.71 -0.11 -0.88
H 0.5019 -1.3944 -2.5657 0.18 1.47 0.26
H 2.5376 -0.5282 -3.6188 -0.01 -0.70 0.32
H 2.6407 0.9812 -2.9509 -0.89 0.03 0.73
H 2.7202 -0.3899 -1.8235 0.57 -0.33 0.23
```
Forces are in eV/Å.

Results
SMILES	CCS.CC
E_LUMO	0.832	eV
ΔE to the lowest compared entry with this formula, charge and spin	119.67	kJ/mol
multiplicity	1
gap between HOMO and LUMO	9.9	eV

Mulliken atomic charge list, values in e, 6 entries:
1 C -1.043
2 C -0.412
3 S -0.268
4 H 0.417
5 H 0.283
6 H 0.280

***

Formula: C4H6N2O2
Source: OMol25
Level of theory: wB97M-V/def2-TZVPD

```
14
Properties=species:S:1:pos:R:3:forces:R:3
O -0.7991 0.2315 2.0568 1.51 -2.76 -1.33
C -0.2559 -0.5569 1.2319 3.16 0.71 4.64
O 0.7040 -1.4080 1.6295 -0.35 2.52 4.75
C -0.3535 -0.5535 -0.1743 -2.68 -0.46 -3.18
C 0.7710 -0.1161 -1.1878 -4.88 -0.27 1.28
C 0.3118 1.3120 -1.2056 0.44 3.35 -1.65
N -0.7865 1.6413 -0.5081 4.04 -0.14 -4.27
N -1.3887 0.4633 -0.2782 -2.70 -0.41 2.71
H 0.7773 -0.9473 2.6355 0.23 -2.45 -3.17
H -0.8362 -1.4960 -0.4189 0.24 -0.47 -0.33
H 0.9378 -0.8545 -1.9461 -0.94 0.26 -1.47
H 1.6118 -0.2373 -0.7001 4.70 0.17 2.68
H 0.9399 2.0135 -1.9385 -1.68 -0.90 2.34
H -1.6336 0.5079 0.8040 -1.10 0.84 -3.00
```
Forces are in eV/Å.

Results
SMILES	O=C(O)[C@@H]1CC=NN1
E_LUMO	0.463	eV
ΔE to the lowest compared entry with this formula, charge and spin	447.76	kJ/mol
multiplicity	1
gap between HOMO and LUMO	8.9	eV

Mulliken atomic charge list, values in e, 6 entries:
1 O -0.633
2 C 0.379
3 O -0.480
4 C 0.178
5 C -0.779
6 C 0.021